No. 1
71
Properties=species:S:1:pos:R:3:forces:R:3 method="wB97M-V/def2-TZVPD" homo_lumo_gap_ev="6.41 / 6.24" relative_energy_ev=2.118 multiplicity=6 e_homo_ha="-0.368 / -0.399" total_charge=+1 lumo_ev="-3.61 / -4.63" s2=8.81
H -0.7086 0.5393 2.6392 -0.111 -0.012 0.088
N -2.2972 1.3613 -0.1099 -0.113 0.059 -0.482
H 4.0222 -1.7618 0.3261 0.041 -0.094 0.011
C 0.8214 -3.5037 -3.8965 0.245 0.160 0.060
C -5.6740 3.7416 0.4228 0.019 0.047 -0.028
H -7.5779 2.6578 -2.1504 -0.091 -0.053 -0.038
N 0.0337 -0.5023 0.3452 -1.292 1.202 -1.527
C 0.1869 0.6948 3.2274 0.031 -0.046 -0.085
C 2.7904 -0.0365 0.2229 -0.247 -0.323 0.217
O 1.5883 1.3308 -1.3103 -1.738 -0.700 -0.902
C 0.1614 1.3505 4.4458 -0.086 0.069 0.080
Ru -0.3645 0.6717 -1.1226 2.451 -3.760 3.199
H -7.6204 4.2570 -0.2772 -0.067 0.061 0.015
C 3.9380 -0.7407 -0.0208 -0.658 -0.093 0.449
H 5.8978 -0.7267 -0.8841 0.152 -0.040 -0.014
H 3.5104 0.0338 3.0431 0.088 -0.019 0.000
C -4.5493 1.9830 -0.8142 -0.343 0.439 0.387
N -2.1743 -0.3374 -2.0703 2.068 -1.193 0.075
C 3.8134 1.9345 -0.9082 -0.274 -0.275 0.044
H -0.7674 1.7310 4.8419 -0.122 0.010 0.032
N -3.3332 0.1969 -1.8249 -2.707 0.495 -0.002
H 1.8820 -4.7943 3.8713 -0.008 -0.047 0.103
C 1.5242 -1.4411 -2.9127 0.391 -0.151 -0.139
H 5.8024 1.6522 -1.5455 0.077 0.058 -0.077
C -2.3353 2.3204 0.7622 -0.028 0.107 0.200
H 1.0315 -4.4522 -4.3644 0.081 -0.074 -0.098
C 1.7301 -2.9866 2.7428 0.035 0.093 -0.034
H -5.6844 4.4399 1.2454 -0.015 0.158 0.064
H 3.7292 2.9556 -1.2457 0.080 0.109 -0.057
H 1.9019 -6.2507 1.8873 0.040 -0.098 0.018
C -3.3824 1.1568 -0.9525 0.677 -0.934 0.019
O -2.0043 2.4969 -2.7827 -0.096 0.039 -0.387
C 1.8444 -5.1798 1.7676 0.032 0.035 0.051
H -1.3207 -3.7545 -3.9489 -0.008 -0.064 -0.005
C -5.6552 1.8791 -1.6609 0.064 0.124 0.165
C 1.3324 1.5177 5.1674 -0.021 -0.009 -0.043
C -6.7366 2.7125 -1.4778 -0.033 -0.058 -0.089
C 2.5558 1.3433 -0.3299 0.426 0.336 1.011
P 1.3867 -0.6820 1.1481 1.901 -0.396 0.838
H 3.4443 1.1912 5.2309 0.107 0.001 0.036
H 2.2224 2.0199 0.4980 0.186 -0.230 -0.147
H -5.6299 1.1436 -2.4475 -0.007 -0.055 -0.108
C 2.5746 0.3950 3.4469 -0.052 -0.048 -0.106
H -1.4499 2.5044 1.3624 -0.096 0.136 -0.032
N -3.4091 3.0772 0.9836 0.246 0.131 0.239
H 1.8214 -5.2699 -0.3725 -0.025 -0.067 -0.094
C -0.7293 -1.9245 -2.9906 1.293 -0.688 -0.232
C -4.5557 2.9463 0.2097 -0.355 -0.458 -0.619
C 1.3928 0.2126 2.7361 -0.227 -0.284 -0.569
C 4.9380 1.2012 -1.0821 0.095 0.293 -0.136
C -6.7564 3.6292 -0.4287 0.235 -0.070 0.117
C 1.8493 -2.6463 -3.5228 -0.304 -0.171 -0.095
H 2.8786 -2.9119 -3.6943 0.152 0.044 -0.054
C 1.6853 -3.2611 0.3443 -0.009 0.035 0.013
H -3.3717 3.8310 1.6583 0.116 -0.198 -0.053
C 1.6560 -2.4432 1.4696 -0.154 0.566 -0.137
Cl -0.6245 2.3862 -2.3717 -0.816 3.193 -1.751
O 0.2718 2.6950 -3.4216 0.363 0.090 -0.523
H 1.3094 2.0179 6.1229 -0.007 0.070 0.088
H 1.7106 -2.3405 3.6084 -0.023 -0.003 0.103
H 1.6204 -2.8036 -0.6344 -0.009 -0.125 -0.101
C 1.7882 -4.6297 0.4955 -0.002 -0.037 -0.092
C 1.8257 -4.3610 2.8850 0.007 -0.082 0.078
C 5.0118 -0.1475 -0.6856 0.221 0.060 -0.128
C -0.4869 -3.1324 -3.6571 -0.340 0.577 0.417
H 2.2846 -0.7252 -2.6310 0.017 0.081 0.083
H -2.9081 -2.1375 -2.8193 -0.031 0.213 -0.097
C 2.5362 1.0463 4.6670 0.073 -0.005 0.030
O -0.4311 3.2418 -1.1998 0.170 0.557 0.202
C -2.0476 -1.5002 -2.6269 -1.131 1.160 0.539
N 0.2800 -1.1120 -2.6286 -0.535 0.150 0.016

---

No. 2
14
Properties=species:S:1:pos:R:3:forces:R:3 method="wB97M-V/def2-TZVPD" homo_lumo_gap_ev="8.60 / 7.71" relative_energy_ev=0.000 multiplicity=3 e_homo_ha="-0.429 / -0.576" total_charge=+1 lumo_ev="-3.09 / -7.96" s2=2.01
H 3.2004 1.0929 -0.4515 1.598 4.309 -0.020
H -3.0532 0.5094 -1.0163 -0.791 0.686 -0.405
O 2.8995 0.2457 -0.4932 -4.182 -3.571 1.057
H -0.7299 -1.0422 0.2633 -1.328 0.617 -0.120
H -2.0630 1.1963 0.0385 -0.689 0.828 -0.180
H 2.1150 -1.8963 0.1913 -0.213 -0.577 0.148
O -2.3180 0.4147 -0.4349 1.618 -1.572 0.679
C 0.8765 1.1651 0.4333 -2.846 8.250 2.473
H 1.3316 2.1740 0.5207 0.012 -0.657 -0.557
C 1.6125 0.1651 -0.0077 4.493 -8.899 -1.290
N 0.0517 -1.6356 0.3669 -1.737 -4.414 1.671
H -0.0249 1.2688 1.0520 0.263 -1.346 -0.533
H -0.0390 -2.6550 0.6713 -0.612 2.094 -0.771
C 1.2580 -1.2492 0.2749 4.414 4.252 -2.152

---

No. 3
12
Properties=species:S:1:pos:R:3:forces:R:3 method="wB97M-V/def2-TZVPD" homo_lumo_gap_ev=8.72 relative_energy_ev=2.389 multiplicity=1 e_homo_ha=-0.473 total_charge=+1 lumo_ev=-4.16
O 8.6178 -0.7285 0.2159 -0.175 0.086 0.032
C -4.2718 -0.9363 -0.9401 -0.300 0.259 -0.608
O -3.0704 0.7274 0.0820 -0.689 0.773 0.839
O 6.5459 0.3058 0.2376 -0.345 0.136 0.044
H -4.9733 -0.5704 -1.7067 -0.002 -0.169 0.160
C 7.5869 -0.2139 0.2308 0.393 -0.178 -0.067
C -1.8295 0.2096 0.0660 0.913 0.359 0.009
O -4.8790 -0.3559 1.1528 0.847 1.169 -0.295
O -0.8828 0.9470 0.1135 -0.180 -0.601 -0.073
Cs 3.1213 1.6092 0.3777 -0.063 -0.050 -0.014
H -1.7814 -0.8868 -0.0290 -0.106 0.144 0.128
C -4.1836 -0.1071 0.1994 -0.292 -1.928 -0.155

---

No. 4
17
Properties=species:S:1:pos:R:3:forces:R:3 method="wB97M-V/def2-TZVPD" homo_lumo_gap_ev=8.87 relative_energy_ev=5.314 multiplicity=1 e_homo_ha=-0.298 total_charge=0 lumo_ev=0.76
H 3.9133 -0.5851 0.8354 -3.808 2.525 -3.633
N 1.8746 -1.0514 -0.0201 2.599 0.055 0.201
H -3.5188 -0.1009 0.5117 -1.375 0.696 0.421
N -0.4453 -1.0799 -0.2449 -1.211 -3.531 -2.337
H -3.0973 -1.7686 -0.2814 -0.225 0.321 0.456
H 3.0177 0.4970 -0.8628 0.704 -1.965 3.336
C 0.4668 0.9782 0.1214 -0.138 1.912 2.030
H -0.7469 1.2579 -1.4318 -1.054 -0.787 -1.441
C -1.5610 -0.3482 0.0153 -0.859 0.894 3.686
H -1.3045 1.3375 1.6622 0.515 -0.269 -2.859
H -0.6368 -1.9767 -0.7163 0.932 0.575 0.529
N -0.6057 1.8172 -0.6370 1.987 -0.674 3.415
C -0.9673 0.9598 0.5918 -0.768 0.584 -0.642
C -2.8356 -0.8069 0.1678 2.795 -0.191 -1.710
N 2.8751 0.0309 0.1717 2.968 -1.811 -0.014
H 1.2569 1.6245 0.6742 -1.705 -1.469 -1.133
C 0.7678 -0.5002 -0.1095 -1.358 3.137 -0.302